1.
Entry from OMol25: the ion C5H11N3O2 with charge -2 (ωB97M-V/def2-TZVPD).

Each line ends with the natural charge from an NBO analysis.
Element x y z (Å)
C 1.10545 -0.50541 0.05892  -0.096
C 0.03126 -0.26167 -0.98557  -0.073
C 1.06355 -2.03603 0.46326  -0.652
C 0.23929 1.02621 -1.89795  -0.625
C -1.47636 1.60403 1.18557  -0.422
N 0.67382 0.49497 1.15751  -0.101
N -1.29736 -0.26486 -0.33669  -0.104
N -1.02206 0.22899 1.08651  -0.246
O 1.10291 0.26681 2.48273  -0.820
O -1.69817 -1.62467 -0.35321  -0.866
H 2.09481 -0.42352 -0.50716  0.152
H -0.04568 -1.12730 -1.66178  0.203
H 0.11231 -2.36768 0.82285  0.259
H 1.63137 -2.17197 1.39091  0.190
H 1.36217 -2.70274 -0.24024  0.162
H -0.65338 0.99573 -2.50993  0.195
H 1.06409 0.89783 -2.42412  0.163
H 0.38849 1.93491 -1.36821  0.197
H -1.32278 2.25834 0.23237  0.134
H -2.59919 1.73658 1.55660  0.139
H -0.75455 2.04145 1.84765  0.214

Kohn-Sham gap, eV: 4.574
Total charge: -2
Highest occupied orbital energy, eV: 2.11
Structure (SMILES): C[C@H]1[C@H](C)N([O-])N(C)N1[O-]

2.
Entry from OMol25: a structure of composition C24H27DyNOSi (ωB97M-V/def2-TZVPD).

Each line ends with the Löwdin spin population.
Element x y z (Å)
C 0.25642 1.66883 1.85510  -0.011
C -0.85624 2.07709 1.04166  -0.007
C -2.05106 1.97150 1.82246  -0.011
H -0.79466 2.54678 0.05326  0.000
C -1.68458 1.55934 3.13447  -0.010
C -0.25160 1.38859 3.16068  -0.010
H 0.35731 1.17284 4.04987  0.000
H 1.31207 1.75221 1.58222  0.000
H -3.04113 2.31376 1.49689  0.000
H -2.34765 1.48168 4.00604  0.000
Dy -1.11677 -0.48561 1.62305  5.075
C -1.12108 -1.60221 -0.38593  -0.004
H -2.14117 -1.32005 -0.16857  -0.004
H -0.56067 -2.32209 0.23512  -0.002
H -0.84694 -1.58739 -1.46773  0.001
Si 0.95197 0.95333 -2.15778  0.001
C 2.06476 -0.23753 -3.04176  0.000
C 3.14395 0.58008 -3.41171  0.000
H 3.33987 1.51482 -2.90325  0.000
C 4.06103 0.13118 -4.34991  0.000
H 4.87471 0.79122 -4.65495  0.000
C 4.01159 -1.24071 -4.72022  0.000
H 4.77484 -1.57546 -5.43975  0.000
C 3.06993 -2.11851 -4.15862  0.000
H 3.12012 -3.19315 -4.41768  0.000
C 2.12068 -1.62227 -3.24506  0.000
H 1.55578 -2.35121 -2.68608  0.000
C -0.75530 1.07006 -2.84462  0.000
C -0.47772 1.70097 -4.09543  0.000
H 0.41473 1.48253 -4.67277  0.000
C -1.24018 2.79669 -4.48005  0.000
H -0.92773 3.45064 -5.29887  0.000
C -2.40022 3.13196 -3.76044  0.000
H -2.98160 4.01331 -4.01882  0.000
C -2.85680 2.31443 -2.72599  0.000
H -3.79349 2.55163 -2.17803  0.000
C -2.07215 1.18449 -2.35661  0.000
H -2.44680 0.46515 -1.63534  0.000
H 1.11456 -0.05269 -0.98949  0.001
H 1.44398 2.33665 -1.83863  0.000
O 1.00409 -1.23490 2.06062  -0.008
C 1.07356 -2.46079 2.96308  0.000
C -0.05526 -2.25243 3.94420  0.000
C 0.11340 -2.36209 5.31127  0.000
C -0.86442 -1.90553 6.19433  0.000
C -2.05485 -1.40951 5.67248  0.000
C -2.21053 -1.36324 4.28695  -0.001
N -1.21200 -1.75960 3.43763  -0.012
H 1.63339 -1.30783 1.29504  0.000
H 0.97470 -3.38255 2.34459  0.000
H 2.03439 -2.46494 3.47984  0.000
H 1.06498 -2.76921 5.64785  0.000
H -0.71244 -1.96697 7.27664  0.000
H -2.87051 -1.04287 6.30940  0.000
H -3.14127 -1.01045 3.81936  0.000

Kohn-Sham gap (alpha / beta), eV: 6.267 / 6.314
2S+1: 6
Total charge: +1
Highest occupied orbital energy (alpha / beta), eV: -10.16 / -10.19

3.
Entry from OMol25: a structure of composition C9H11BrMgN2O4P2S (ωB97M-V/def2-TZVPD).

Each line ends with the natural charge from an NBO analysis.
Element x y z (Å)
C -1.30731 1.64426 -2.89595  -0.622
C -0.06986 0.79636 -3.13574  -0.387
C 0.82890 0.45236 -1.96440  -0.020
O 0.11473 0.02901 -0.87430  -0.518
C 0.47815 0.47596 0.37865  0.343
C 0.54010 1.76894 0.73809  -0.236
C 0.92246 2.03518 2.07833  0.119
N 1.02066 3.23966 2.63287  -0.581
S 1.45142 2.99972 4.15644  1.109
N 1.53527 1.41823 4.20079  -0.563
C 1.22273 0.97739 2.98573  0.021
C 1.15382 -0.37050 2.54349  0.001
Br 1.53736 -1.70131 3.76757  0.241
C 0.77837 -0.61029 1.24430  -0.470
P 0.58981 -2.23258 0.49600  0.274
P -1.47924 -2.81929 1.01521  2.135
O -1.46989 -4.19091 1.50594  -1.018
O -1.96070 -1.71704 2.03404  -0.980
O -2.34053 -2.50070 -0.27434  -0.954
H -1.60450 2.11850 -3.82728  0.257
H -1.11053 2.43972 -2.18058  0.250
H -2.15582 1.05305 -2.56714  0.245
H -0.45602 -0.19479 -3.49771  0.034
H 0.55144 1.24980 -3.91198  0.259
H 1.58648 1.20155 -1.74026  0.255
H 1.44987 -0.46225 -2.28747  0.003
H 0.31708 2.59287 0.07514  0.251
H 1.37129 -3.11170 1.24976  0.079
H -2.37059 -2.15669 2.79898  0.545
H -1.88229 -2.75083 -1.08265  0.499
Mg 0.75733 -1.67369 -3.66156  1.432

Kohn-Sham gap, eV: 3.456
Total charge: +2
Highest occupied orbital energy, eV: -14.62

4.
Entry from OMol25: a structure of composition C45H36N6O4ReSe2 (ωB97M-V/def2-TZVPD).

Each line ends with the Löwdin spin population.
Element x y z (Å)
Re -0.54787 0.06332 0.23891  2.437
C -1.49290 3.75558 -1.86727  -0.002
C -1.83204 3.26540 -3.11962  0.034
C -1.70184 1.91238 -3.39059  -0.003
C -1.20732 1.04977 -2.41863  0.026
C -0.84822 1.53936 -1.15941  -0.005
C -1.02483 2.89385 -0.88200  0.035
C -1.04866 -0.39182 -2.62456  0.023
C -1.37878 -1.01621 -3.84331  0.000
C -1.18561 -2.35202 -3.98967  0.022
C -0.60437 -3.09799 -2.94214  0.001
C -0.32200 -4.47745 -3.07563  0.004
C 0.29070 -5.16010 -2.06539  -0.001
C 0.65441 -4.47692 -0.88754  0.006
C 0.38041 -3.14566 -0.73214  0.007
C -0.27203 -2.42994 -1.74865  0.012
N -0.56810 -1.08448 -1.58481  0.021
H -1.61378 4.80907 -1.64754  -0.001
H -2.21678 3.93298 -3.87956  0.002
H -1.99656 1.54358 -4.36340  -0.001
H -0.82784 3.29138 0.10781  0.001
H -1.78010 -0.42542 -4.65136  0.000
H -1.44802 -2.85054 -4.91570  0.001
H -0.59013 -4.97480 -4.00000  0.000
H 0.50956 -6.21425 -2.16981  0.000
H 1.16833 -5.01183 -0.09770  0.000
H 0.67590 -2.63419 0.16880  0.006
O -1.17056 1.16179 1.78870  0.087
N -2.46196 1.36376 1.93024  -0.013
N -3.14711 0.80736 1.04497  0.036
O -2.59254 0.08544 0.08659  0.075
C -4.59532 0.93228 1.03697  -0.001
C -5.29932 0.23525 0.07146  0.006
C -6.68217 0.34914 0.06508  -0.001
C -7.32295 1.14208 1.00476  0.006
C -6.58720 1.83273 1.96045  -0.001
C -5.20684 1.73663 1.98717  0.005
H -4.78428 -0.36963 -0.65929  0.001
H -7.25702 -0.18299 -0.68102  0.000
H -8.40129 1.22712 0.99322  0.000
H -7.08923 2.45373 2.68974  0.000
H -4.62554 2.27191 2.72345  0.000
Se 0.14554 -1.35017 3.76754  0.007
Se 1.93510 -1.79816 2.36651  0.011
C 2.26998 -0.02085 1.76260  0.016
C 3.46126 0.54411 2.19058  -0.002
C 3.78873 1.83097 1.81221  0.014
C 2.91019 2.51554 0.99146  -0.001
C 1.75635 1.88826 0.58157  0.023
N 1.40690 0.63885 0.96653  0.031
C -1.17746 -2.24399 2.71029  0.008
C -1.88424 -3.25961 3.33867  0.001
C -2.85424 -3.94710 2.62976  0.003
C -3.07352 -3.60450 1.30648  -0.001
C -2.33323 -2.57812 0.75849  0.003
N -1.39979 -1.88795 1.43652  0.024
H 4.11343 -0.03234 2.83059  0.000
H 4.71118 2.28402 2.15186  0.001
H 3.10875 3.52507 0.65865  0.000
H 1.09010 2.37957 -0.10404  0.003
H -1.65710 -3.51277 4.36410  0.000
H -3.41335 -4.74581 3.09872  0.000
H -3.80797 -4.11775 0.70196  0.000
H -2.50210 -2.27830 -0.26513  0.000
C 4.71952 -2.15495 -4.10213  0.000
O 4.27488 -0.84538 -3.75407  0.000
C 3.15726 -0.37636 -4.33657  0.000
C 2.33006 -1.13171 -5.16240  0.000
C 1.24830 -0.54082 -5.79692  0.000
C 0.95847 0.79974 -5.59625  0.000
C 1.74775 1.54184 -4.73285  0.000
C 2.83751 0.96532 -4.10185  0.000
N 3.70796 1.81729 -3.36133  0.002
C 4.43686 1.59821 -2.27443  0.001
C 4.40562 0.55760 -1.35444  0.001
C 5.59288 0.37893 -0.57866  0.001
C 5.78638 -0.72523 0.18873  0.003
C 4.77606 -1.72761 0.20157  0.000
C 3.59439 -1.56487 -0.45391  0.003
C 3.29412 -0.36468 -1.20678  0.001
O 2.13878 -0.11638 -1.62851  0.019
H 5.68977 -2.27101 -3.63051  0.000
H 4.81974 -2.25729 -5.18309  0.000
H 4.03486 -2.91224 -3.71550  0.000
H 2.55774 -2.17177 -5.34661  0.000
H 0.64558 -1.13350 -6.47406  0.000
H 0.14133 1.27193 -6.12459  0.000
H 1.53372 2.59119 -4.55641  0.000
H 3.90054 2.68889 -3.82954  0.000
H 5.20393 2.35654 -2.13495  0.000
H 6.37645 1.12726 -0.65626  0.000
H 6.70687 -0.86732 0.73786  0.000
H 4.95360 -2.64411 0.75447  0.000
H 2.83896 -2.34112 -0.44316  0.000

Kohn-Sham gap (alpha / beta), eV: 6.827 / 5.788
2S+1: 4
Total charge: +2
Highest occupied orbital energy (alpha / beta), eV: -12.18 / -12.18

5.
Entry from OMol25: a structure of composition C4H12N2 (ωB97M-V/def2-TZVPD).

Each line ends with the natural charge from an NBO analysis.
Element x y z (Å)
C 0.59486 -0.84030 -1.72016  -0.272
C -0.08572 -1.37799 -0.44637  -0.427
C -0.83927 -0.38440 0.43190  -0.216
C -0.67390 1.24635 2.17887  -0.413
N 0.07018 0.39492 1.26473  -0.629
N 1.05659 0.89348 -1.65665  -0.848
H 1.33087 -1.56588 -2.10203  0.205
H -0.13394 -0.72619 -2.50813  0.203
H 0.67813 -1.85448 0.15498  0.211
H -0.75561 -2.16504 -0.78834  0.217
H -1.44135 0.27103 -0.22550  0.168
H -1.50466 -0.92793 1.08449  0.191
H -1.43162 1.87457 1.69134  0.162
H 0.00602 1.90103 2.71596  0.201
H -1.20019 0.62609 2.92345  0.185
H 0.54413 1.01001 0.60951  0.376
H 0.85025 0.99311 -2.64198  0.339
H 1.61101 0.10077 -1.52360  0.348

Kohn-Sham gap, eV: 9.753
Highest occupied orbital energy, eV: -8.76

Result set for relative energy (zero: lowest compared OMol25 entry of this formula, charge and spin): 53.2 0.0 0.0 1.6 83.0 kcal/mol, one per record in the order listed.
Result set for calculated total energy: -511.5056 -2234.9071 -4614.3730 -7246.4886 -268.9841 a.u., one per record in the order listed.
Result set for strongest force on any atom: 4.924 3.962 1.069 0.933 4.913 eV/Å, one per record in the order listed.